Molecular formula: C3H15NO4
Method: DFT, ωB97M-V with the def2-TZVPD basis set

Properties
LUMO energy (alpha / beta) (eV): -2.80 / -6.79
Energy (a.u.): -478.683442
Kohn-Sham gap (alpha / beta) (Eh): 0.428 / 0.282
Relative energy (zero: lowest compared OMol25 entry of this formula, charge and spin) (kcal/mol): 29.0
Maximum force (hartree/bohr): 0.09669
HOMO (alpha / beta) (eV): -14.454 / -14.465

```
! wB97M-V def2-TZVPD RIJCOSX def2/J DEFGRID3
* xyz 1 2
C 1.38 -1.50 0.34
C 0.22 -0.99 -0.52
C 0.78 -0.52 -1.87
O -0.15 0.26 -2.55
N 0.93 -1.47 1.70
H 2.22 -0.79 0.30
H 1.76 -2.50 0.13
H -0.19 -0.09 -0.07
H -0.60 -1.70 -0.58
H 1.00 -1.42 -2.45
H 1.68 0.09 -1.78
H -1.06 -0.10 -2.64
H 0.89 -2.34 2.23
H 0.16 -0.85 1.98
H -1.36 0.30 1.90
H -0.73 -0.09 3.26
O -0.89 -0.44 2.37
H -0.23 1.94 -1.91
H -0.20 3.41 -1.29
O -0.63 2.54 -1.23
H -2.37 2.37 0.97
H -1.04 1.96 0.44
O -1.56 1.93 1.26
*
```

Molecular formula: C4H22O7
Method: DFT, ωB97M-V with the def2-TZVPD basis set

Properties
LUMO energy (eV): -0.04
Energy (a.u.): -692.241138
SMILES string: CCO.CCO.O.O.O.O.O
Kohn-Sham gap (Eh): 0.353
Relative energy (zero: lowest compared OMol25 entry of this formula, charge and spin) (kcal/mol): 31.5
Maximum force (hartree/bohr): 0.04745
HOMO (eV): -9.655

```
! wB97M-V def2-TZVPD RIJCOSX def2/J DEFGRID3
* xyz 0 1
O 1.85 0.74 1.98
H 2.56 0.39 2.52
H 1.47 -0.03 1.56
O 0.53 -3.56 -0.69
H -0.22 -4.14 -0.57
H 1.21 -3.91 -0.11
O 0.36 -0.82 0.08
H 0.32 -0.13 -0.58
H 0.37 -1.63 -0.42
O 1.15 2.66 0.17
H 0.94 3.53 0.51
H 1.42 2.16 0.94
O 1.44 -2.97 -3.30
H 1.35 -3.32 -2.41
H 0.58 -2.60 -3.50
C -1.28 0.35 3.95
C -1.54 0.54 2.43
O -1.56 -0.77 2.03
H -0.45 -0.34 4.05
H -2.22 -0.05 4.33
H -0.93 1.26 4.44
H -0.72 1.11 1.99
H -2.47 1.05 2.19
H -0.96 -0.77 1.29
C -0.32 0.39 -2.84
C -0.74 1.81 -2.49
O 0.49 2.54 -2.50
H 0.02 0.17 -3.86
H -1.19 -0.25 -2.69
H 0.45 -0.04 -2.20
H -1.19 1.86 -1.50
H -1.52 2.09 -3.20
H 0.83 2.66 -1.61
*
```

Molecular formula: C5H5O3Yb
Method: DFT, ωB97M-V with the def2-TZVPD basis set

Properties
LUMO energy (alpha / beta) (eV): -9.34 / -11.20
Energy (a.u.): -1577.130163
Kohn-Sham gap (alpha / beta) (Eh): 0.308 / 0.256
Relative energy (zero: lowest compared OMol25 entry of this formula, charge and spin) (kcal/mol): 14.9
Maximum force (hartree/bohr): 0.08264
HOMO (alpha / beta) (eV): -17.721 / -18.175

```
! wB97M-V def2-TZVPD RIJCOSX def2/J DEFGRID3
* xyz 2 2
O -1.35 1.23 -0.41
C -1.80 0.04 -0.44
O -1.76 -0.67 0.74
Yb 0.65 1.77 -0.12
H -2.70 -0.14 -1.06
O 2.88 -0.84 0.46
C 1.87 -0.50 -0.33
C 0.78 -1.02 -0.74
C -0.51 -1.52 -0.91
C -1.27 -1.97 0.33
H 3.72 -0.73 0.00
H -0.74 -2.00 -1.87
H -2.12 -2.62 0.07
H -0.69 -2.39 1.15
*
```